# 1
{"formula": "C19H20BCuF6N2O3", "method": "ωB97M-V/def2-TZVPD", "s2": 0.76, "charge": -1, "total_energy_ha": -3335.9388, "multiplicity": 2, "lumo_energy_ev": [3.06, 2.47], "species": ["Cu", "C", "C", "N", "C", "C", "C", "C", "N", "C", "C", "F", "C", "F", "C", "C", "F", "C", "F", "H", "H", "H", "H", "H", "H", "H", "H", "H", "H", "H", "H", "H", "H", "H", "F", "B", "F", "O", "C", "C", "C", "C", "C", "C", "C", "O", "O", "H", "H", "H", "H", "H"], "coordinates": [[8.945, 13.471, 10.836], [7.610, 15.428, 13.849], [6.508, 15.914, 12.907], [6.391, 15.144, 11.666], [5.374, 14.111, 11.664], [5.651, 13.028, 12.712], [6.392, 15.954, 10.481], [7.773, 16.021, 9.837], [8.220, 14.709, 9.493], [8.074, 14.284, 8.195], [7.431, 13.042, 7.928], [6.886, 12.388, 8.955], [7.281, 12.504, 6.655], [6.614, 11.350, 6.528], [7.701, 13.232, 5.531], [8.426, 14.359, 5.759], [8.965, 15.040, 4.719], [8.592, 14.890, 7.028], [9.309, 16.044, 7.100], [7.858, 16.235, 14.537], [8.539, 15.111, 13.333], [7.312, 14.572, 14.401], [6.776, 16.946, 12.651], [5.543, 15.903, 13.433], [5.436, 13.625, 10.684], [4.356, 14.542, 11.803], [6.588, 12.493, 12.524], [4.887, 12.267, 12.693], [5.667, 13.465, 13.699], [5.950, 16.930, 10.726], [5.696, 15.550, 9.716], [8.466, 16.499, 10.523], [7.782, 16.710, 8.974], [7.536, 12.845, 4.557], [10.931, 15.477, 11.756], [10.704, 14.171, 11.570], [11.812, 13.426, 11.622], [10.527, 8.949, 8.867], [9.969, 8.513, 10.015], [10.132, 7.167, 10.389], [9.633, 6.716, 11.612], [8.869, 7.592, 12.417], [8.737, 8.914, 12.055], [9.279, 9.416, 10.855], [9.287, 10.865, 10.577], [9.722, 11.300, 9.479], [8.832, 11.612, 11.462], [10.368, 9.938, 8.803], [10.541, 6.441, 9.671], [9.833, 5.711, 11.895], [8.369, 7.222, 13.282], [8.222, 9.621, 12.697]], "mulliken_spin": [0.55, -0.02, 0.00, -0.01, 0.01, 0.00, 0.00, -0.01, 0.06, -0.02, 0.03, 0.01, -0.01, 0.00, 0.03, -0.01, 0.00, 0.03, 0.00, 0.00, 0.04, 0.00, 0.00, 0.00, 0.00, 0.00, 0.00, 0.00, 0.00, 0.00, 0.00, 0.01, 0.00, 0.00, 0.01, 0.23, 0.00, 0.00, 0.00, 0.00, 0.00, 0.00, 0.00, 0.00, 0.02, 0.01, 0.02, 0.00, 0.00, 0.00, 0.00, 0.00]}



# 2
{"formula": "C3H13NO4", "method": "ωB97M-V/def2-TZVPD", "s2": 0.75, "charge": -1, "total_energy_ha": -477.7679, "multiplicity": 2, "lumo_energy_ev": [3.72, 3.62], "species": ["C", "N", "C", "C", "O", "H", "H", "H", "H", "H", "H", "H", "H", "H", "O", "H", "H", "O", "H", "H", "O"], "coordinates": [[0.824, 0.886, 0.805], [0.133, 0.923, -0.325], [0.873, 1.288, -1.571], [0.240, 0.867, -2.865], [0.338, 0.470, 1.882], [1.919, 0.968, 0.846], [-0.776, 0.483, -0.509], [1.766, 0.643, -1.504], [1.167, 2.335, -1.476], [-0.643, 1.501, -2.969], [-0.118, -0.147, -2.942], [0.789, 1.144, -3.772], [-2.791, -1.331, -1.031], [-1.828, -1.196, 0.252], [-1.872, -1.390, -0.715], [-1.266, 0.056, 1.841], [-2.113, -1.139, 2.562], [-2.106, -0.517, 1.823], [1.869, -1.913, 2.407], [1.575, -1.688, 3.962], [2.018, -2.242, 3.296]], "mulliken_spin": [0.67, 0.01, 0.28, 0.00, 0.05, 0.12, -0.02, -0.05, -0.17, 0.00, 0.00, 0.01, -0.01, 0.02, 0.04, 0.02, -0.01, 0.01, 0.03, -0.01, 0.03]}



# 3
{"formula": "C29H59NO16", "method": "ωB97M-V/def2-TZVPD", "charge": 0, "smiles": "C[N+](=O)[O-].CCOC(C)=O.CCOC(C)=O.CCOC(C)=O.CCOC(C)=O.CCOC(C)=O.CCOC(C)=O.CCOC(C)=O", "total_energy_ha": -2398.9506, "lumo_energy_ev": 0.27, "species": ["C", "N", "O", "O", "H", "H", "H", "C", "C", "O", "C", "C", "O", "H", "H", "H", "H", "H", "H", "H", "H", "C", "C", "O", "C", "C", "O", "H", "H", "H", "H", "H", "H", "H", "H", "C", "C", "O", "C", "C", "O", "H", "H", "H", "H", "H", "H", "H", "H", "C", "C", "O", "C", "C", "O", "H", "H", "H", "H", "H", "H", "H", "H", "C", "C", "O", "C", "C", "O", "H", "H", "H", "H", "H", "H", "H", "H", "C", "C", "O", "C", "C", "O", "H", "H", "H", "H", "H", "H", "H", "H", "C", "C", "O", "C", "C", "O", "H", "H", "H", "H", "H", "H", "H", "H"], "coordinates": [[0.126, 0.409, -6.353], [0.984, 0.792, -7.531], [1.513, -0.136, -8.104], [1.162, 1.968, -7.771], [-0.520, 1.184, -5.963], [0.863, 0.012, -5.658], [-0.462, -0.438, -6.701], [2.916, -0.977, 2.371], [2.111, -2.231, 2.137], [0.838, -2.069, 2.766], [-0.080, -3.028, 2.608], [-1.342, -2.741, 3.387], [0.086, -4.027, 1.958], [3.345, -0.891, 3.373], [2.257, -0.122, 2.222], [3.738, -0.911, 1.656], [1.905, -2.162, 1.061], [2.557, -3.184, 2.411], [-1.320, -3.442, 4.222], [-2.220, -2.911, 2.773], [-1.330, -1.708, 3.727], [-3.340, -0.507, 0.967], [-2.782, 0.675, 1.764], [-2.615, 0.558, 3.175], [-3.687, 0.338, 3.928], [-3.406, 0.243, 5.406], [-4.812, 0.218, 3.501], [-2.808, -1.401, 1.289], [-3.168, -0.396, -0.102], [-4.403, -0.618, 1.165], [-1.855, 1.035, 1.330], [-3.459, 1.526, 1.628], [-4.077, 0.869, 5.986], [-2.404, 0.675, 5.518], [-3.458, -0.778, 5.770], [-4.870, 4.888, 2.337], [-3.377, 5.045, 2.115], [-2.697, 4.360, 3.158], [-1.376, 4.215, 2.998], [-0.744, 3.419, 4.110], [-0.723, 4.768, 2.157], [-5.157, 3.862, 2.099], [-5.431, 5.475, 1.608], [-5.188, 5.159, 3.341], [-3.141, 4.586, 1.150], [-3.095, 6.090, 1.978], [-1.519, 2.916, 4.689], [-0.238, 4.095, 4.797], [-0.068, 2.667, 3.716], [-1.049, 0.058, -2.947], [0.316, -0.203, -2.360], [0.657, 0.840, -1.419], [0.392, 0.620, -0.151], [0.785, 1.799, 0.720], [-0.015, -0.425, 0.301], [-1.284, 1.127, -2.915], [-1.850, -0.390, -2.353], [-1.194, -0.254, -3.979], [0.415, -1.182, -1.904], [1.074, -0.184, -3.144], [0.331, 2.728, 0.387], [1.872, 1.832, 0.743], [0.515, 1.594, 1.756], [3.888, 2.753, -0.917], [4.674, 2.814, 0.373], [3.857, 2.842, 1.532], [4.409, 2.531, 2.711], [3.343, 2.537, 3.795], [5.552, 2.226, 2.872], [4.610, 2.805, -1.729], [3.122, 3.528, -0.983], [3.330, 1.820, -1.044], [5.349, 1.955, 0.385], [5.268, 3.732, 0.339], [3.244, 1.547, 4.227], [2.420, 2.953, 3.393], [3.600, 3.277, 4.557], [3.571, -1.916, -6.102], [4.124, -2.999, -5.177], [4.350, -2.478, -3.866], [3.321, -2.445, -3.022], [3.647, -1.721, -1.750], [2.229, -2.881, -3.285], [4.125, -0.991, -5.947], [2.534, -1.739, -5.816], [3.599, -2.209, -7.148], [3.523, -3.907, -5.159], [5.123, -3.300, -5.496], [3.758, -0.688, -2.095], [4.575, -2.051, -1.293], [2.793, -1.809, -1.084], [-5.033, -3.255, -0.823], [-4.146, -4.509, -0.910], [-2.803, -4.161, -0.591], [-2.024, -3.604, -1.497], [-0.575, -3.430, -1.114], [-2.387, -3.285, -2.613], [-5.238, -2.919, 0.192], [-5.980, -3.357, -1.354], [-4.488, -2.483, -1.371], [-4.401, -5.185, -0.095], [-4.370, -4.993, -1.858], [-0.459, -2.728, -0.293], [-0.007, -3.179, -2.003], [-0.224, -4.433, -0.850]], "lowdin_charge": [0.04, -0.44, 0.05, 0.07, 0.09, 0.08, 0.10, -0.06, -0.21, -0.02, -0.54, 0.04, 0.10, 0.08, 0.06, 0.08, 0.10, 0.13, 0.10, 0.08, 0.07, -0.05, -0.20, -0.01, -0.55, 0.02, 0.10, 0.06, 0.07, 0.07, 0.09, 0.12, 0.09, 0.08, 0.09, -0.06, -0.24, 0.00, -0.55, 0.03, 0.10, 0.07, 0.08, 0.08, 0.12, 0.13, 0.07, 0.10, 0.07, -0.04, -0.19, 0.01, -0.54, 0.04, 0.09, 0.09, 0.07, 0.06, 0.08, 0.11, 0.10, 0.06, 0.07, -0.07, -0.23, -0.03, -0.55, 0.03, 0.12, 0.08, 0.09, 0.05, 0.13, 0.13, 0.08, 0.07, 0.09, -0.06, -0.21, -0.01, -0.55, 0.04, 0.10, 0.09, 0.06, 0.08, 0.12, 0.12, 0.09, 0.09, 0.07, -0.06, -0.20, 0.00, -0.54, 0.03, 0.08, 0.07, 0.08, 0.07, 0.12, 0.12, 0.06, 0.06, 0.10]}



# 4
{"formula": "C7H10", "method": "ωB97M-V/def2-TZVPD", "charge": 0, "smiles": "C=C[C@H]1CCC1=C", "total_energy_ha": -272.5831, "lumo_energy_ev": 1.17, "species": ["C", "C", "C", "C", "C", "C", "C", "H", "H", "H", "H", "H", "H", "H", "H", "H", "H"], "coordinates": [[-1.764, -0.313, -0.763], [-0.646, -1.028, -0.896], [0.756, -0.461, -0.639], [0.904, 1.080, -0.777], [0.952, 1.272, 0.764], [0.686, -0.190, 0.891], [-0.195, -0.944, 1.532], [-2.738, -0.769, -0.598], [-1.738, 0.771, -0.658], [-0.712, -2.116, -0.954], [1.556, -1.048, -1.107], [0.052, 1.557, -1.264], [1.822, 1.379, -1.287], [1.950, 1.565, 1.114], [0.211, 1.919, 1.242], [-1.070, -0.704, 2.128], [-0.025, -1.968, 1.273]], "lowdin_charge": [-0.02, -0.16, -0.22, -0.13, -0.12, -0.29, 0.03, 0.06, 0.06, 0.10, 0.13, 0.09, 0.10, 0.11, 0.11, 0.08, 0.06]}